ORCA calculation (ωB97M-V/def2-TZVPD) on 2 unconnected molecules or ions with the total composition C19H18F2O2.

## Properties
Frontier orbital gap in Ha: 0.1680
ΔE to the lowest compared entry with this formula, charge and spin in kJ/mol: 51.1

```
41
Properties=species:S:1:pos:R:3:forces:R:3
C 0.1550 -1.8204 2.0014 -0.16 -0.56 -0.41
C 0.1081 -0.3802 2.3171 -0.20 0.85 0.68
C 1.4173 0.3005 2.3932 0.78 -0.69 0.51
C 1.6080 1.7668 2.0806 -0.06 0.29 0.08
O 2.4337 -0.3651 2.6704 -0.87 0.26 -0.33
C -1.1406 0.3873 2.2186 0.63 0.84 0.50
C -2.4715 -0.2706 1.8892 0.04 -0.10 -0.06
O -1.1622 1.6141 2.4208 -0.57 -0.94 -0.03
H -0.8449 -2.2667 1.9394 0.35 0.09 -0.11
H 0.6631 -1.9340 1.0305 -0.09 -0.35 0.21
H 0.7192 -2.4202 2.7232 0.23 0.16 -0.07
H 0.6672 2.3098 2.0932 0.27 -0.01 -0.13
H 2.2924 2.2098 2.8144 -0.04 -0.21 -0.16
H 2.0846 1.8477 1.0922 -0.10 -0.09 0.24
H -2.4383 -1.3490 1.7596 -0.06 0.07 -0.02
H -3.1980 -0.0319 2.6702 0.11 0.08 -0.04
H -2.8347 0.1802 0.9619 0.00 -0.03 0.09
F 4.8685 -4.2284 5.2442 -1.10 0.57 0.10
C 3.7105 -3.4956 5.3057 0.91 -0.15 -0.16
C 2.5481 -4.0326 4.7701 -0.18 0.17 0.41
C 1.3860 -3.2769 4.8709 0.21 0.60 -0.15
C 1.3903 -1.9297 5.3634 0.96 -0.73 -0.58
C 0.1761 -1.1945 5.2761 -0.40 -0.45 -0.25
C -0.3244 -0.2612 6.2267 -0.85 1.10 0.36
C -1.7369 -0.0339 6.2245 0.56 0.05 0.18
C -2.3366 0.8552 7.1036 0.17 -0.02 0.18
C -1.5155 1.5659 7.9750 0.00 0.86 0.39
F -2.0732 2.5101 8.8055 0.43 -1.04 -0.80
C -0.1314 1.3917 8.0352 -0.16 -0.66 -0.36
C 0.4463 0.4410 7.1928 -0.48 0.04 0.06
C 2.6311 -1.4252 5.8450 0.10 -0.39 -0.09
C 3.7802 -2.2217 5.8674 -0.74 0.33 0.01
H 2.5456 -5.0218 4.3169 0.04 0.21 0.22
H 0.4370 -3.7220 4.5840 0.17 0.14 -0.12
H -0.5640 -1.5750 4.5672 0.17 -0.13 0.46
H -2.3584 -0.6262 5.5565 0.12 0.23 -0.02
H -3.4168 0.9916 7.1379 0.32 0.04 -0.06
H 0.4811 1.9428 8.7447 -0.28 -0.07 -0.11
H 1.4963 0.2089 7.3132 -0.25 0.27 0.01
H 2.6987 -0.3880 6.1697 0.18 -0.44 -0.24
H 4.7010 -1.8420 6.3098 -0.17 -0.19 -0.35
```
Forces are in eV/Å.